1.
Entry from OMol25: C21H24N4O5S in the gas phase (the ωB97M-V functional and the def2-TZVPD basis).

Calculated values
energy relative to the best compared isomer or geometry (same formula, charge and spin): 406.0 kcal per mole
calculated total energy: -1807.52031 hartree
Kohn-Sham gap: 8.58 eV
HOMO: -8.4 eV
structure (SMILES): CN(C)S(=O)(=O)c1cccc(NC(=O)CN2C(=O)N[C@H](CCc3ccccc3)C2=O)c1
F_max: 16.02 eV Å⁻¹
lowest unoccupied orbital energy: 0.18 eV

ORCA input file:
```
! RIJCOSX wB97M-V def2-TZVPD def2/J DEFGRID3
* xyz 0 1
C 4.232 0.312 -0.801
H -6.056 0.355 2.216
C 5.556 0.648 2.220
S 5.190 1.960 -0.165
C 3.089 -0.270 -0.074
H 5.261 -0.467 2.020
H -3.940 3.049 0.528
O 0.913 -3.749 -1.355
C -6.069 2.766 -2.113
C 4.813 0.003 -1.935
C -0.530 -3.096 0.575
H -4.715 1.322 2.393
H 6.401 0.702 2.865
O 4.080 2.566 0.548
H -6.320 3.263 -2.789
N 6.268 1.272 0.991
H 1.292 -1.398 0.774
C -4.819 2.429 -0.137
H 2.794 -2.749 -2.208
C 0.629 -2.886 -0.338
H 8.084 0.625 1.112
H -7.281 0.239 -0.187
C -5.501 1.352 0.318
O 5.820 2.366 -1.297
C -5.294 0.605 1.621
C -3.343 -0.418 0.573
H 7.592 1.205 -0.490
N -2.160 0.187 1.238
C -5.089 3.033 -1.344
H -0.215 -3.202 1.424
C -6.561 1.076 -0.625
H 5.624 0.368 -2.514
H -2.096 1.021 1.561
C -4.514 -0.879 1.208
C 7.277 0.687 0.330
C 4.357 -1.411 -2.460
H -4.450 4.025 -1.780
H 4.754 1.174 2.526
C 3.151 -1.905 -1.948
H -7.681 1.329 -2.367
H -5.279 -1.371 0.643
O -3.213 -2.761 -0.659
O -0.029 -0.324 1.593
C -2.664 -1.820 0.154
C -6.885 1.601 -1.882
H -4.267 -1.052 2.113
H -3.486 -0.069 -0.460
H 2.871 0.218 0.643
H -0.938 -3.943 0.116
H 4.778 -2.026 -3.426
N -1.263 -1.785 0.503
H 6.881 -0.371 0.194
N 1.486 -1.839 -0.220
C -1.137 -0.670 1.443
C 2.600 -1.298 -0.866
*
```

Results of the Löwdin charge analysis, in e, for atoms 1 through 6:
1. C -0.187
2. H 0.045
3. C -0.008
4. S 0.694
5. C 0.067
6. H 0.124

2.
Entry from OMol25: C2H4N2O2 in the gas phase (the ωB97M-V functional and the def2-TZVPD basis).

Calculated values
energy relative to the best compared isomer or geometry (same formula, charge and spin): 14.5 kcal per mole
calculated total energy: -338.63012 hartree
Kohn-Sham gap: 11.18 eV
HOMO: -10.6 eV
structure (SMILES): NC(=O)NC=O
F_max: 0.59 eV Å⁻¹
lowest unoccupied orbital energy: 0.61 eV

ORCA input file:
```
! RIJCOSX wB97M-V def2-TZVPD def2/J DEFGRID3
* xyz 0 1
H 1.935 0.602 -0.916
H 2.535 -0.528 0.227
O 0.381 -0.988 1.353
C -1.792 0.000 0.027
O -2.444 -0.495 -0.853
N 1.800 0.096 -0.056
H -0.319 0.835 -1.101
C 0.564 -0.195 0.451
N -0.483 0.500 -0.166
H -2.178 0.172 1.034
*
```

Results of the Löwdin charge analysis, in e, for atoms 1 through 6:
1. H 0.099
2. H 0.109
3. O 0.065
4. C -0.288
5. O 0.085
6. N 0.159

3.
Entry from OMol25: a molecular structure, C24H43Cl2N4O4SeSiV (the ωB97M-V functional and the def2-TZVPD basis).

Calculated values
<S²>: 2.012
energy relative to the best compared isomer or geometry (same formula, charge and spin): 0.0 kcal per mole
calculated total energy: -6015.81245 hartree
Kohn-Sham gap (spin up / spin down): 8.00 / 8.31 eV
HOMO (spin up / spin down): -7.6 / -7.9 eV
F_max: 3.70 eV Å⁻¹
lowest unoccupied orbital energy (spin up / spin down): 0.43 / 0.42 eV

ORCA input file:
```
! RIJCOSX wB97M-V def2-TZVPD def2/J DEFGRID3
* xyz 0 3
H 5.587 -0.557 -6.513
C -2.748 1.386 2.413
C -0.637 2.125 1.176
H -0.077 -0.174 3.233
H -4.365 1.621 -0.641
H -2.984 0.695 -3.270
C -1.112 3.115 0.129
H 0.563 2.581 -1.100
C -1.266 -0.834 5.427
H 4.863 -4.064 0.568
H 4.872 -0.992 -3.412
N -2.970 0.148 -1.260
H 5.544 1.207 -6.335
N -1.419 -1.475 4.126
Cl 2.258 1.721 -4.964
C -1.523 2.051 2.407
C 2.406 -5.005 0.265
O -1.306 -1.357 -0.812
H 0.531 4.309 -0.600
H -2.985 3.426 1.027
C 2.328 -2.671 -0.442
H -1.975 1.733 -2.227
H -3.097 5.542 -0.419
H -1.907 -3.364 4.888
H -3.211 -1.500 -0.011
H -3.922 4.183 -1.162
H -1.398 0.078 -2.635
H -2.316 4.667 -1.737
O -0.563 0.849 0.597
H 2.922 -1.788 -0.752
C -2.938 4.546 -0.848
H -1.484 3.324 5.544
H -4.500 0.903 3.582
H 3.505 -0.018 -2.806
H -0.513 -0.042 5.369
H 2.721 -5.901 -0.290
C 2.426 -1.251 -5.966
H -4.854 -0.080 -0.361
H 4.544 0.409 -7.571
C -3.078 2.116 4.694
H -2.215 -0.384 5.749
C -1.041 2.698 3.537
H -2.171 -3.151 3.121
H -0.578 3.741 -1.878
H 2.868 -2.248 -5.849
H 2.265 -1.077 -7.040
Cl 1.539 0.275 -1.478
V 0.381 -0.692 0.258
O -0.757 -1.623 1.929
C -2.280 0.696 -2.426
H 1.323 -4.914 0.239
C -3.533 1.414 3.572
C -2.488 -0.951 -0.652
C -2.347 3.635 0.166
H 0.378 2.440 1.479
H 4.974 0.790 -3.389
H -3.702 2.168 5.590
H -0.962 -1.580 6.176
N 2.998 -3.824 -0.363
H 2.759 -5.070 1.313
O 1.087 -2.570 -0.200
H -4.873 0.622 -2.021
Si 3.531 0.085 -5.251
H -3.288 -2.420 4.305
H -0.054 3.164 3.490
C -0.722 -1.061 3.059
H 4.818 -4.471 -1.200
Se 3.442 -2.660 3.110
C -2.240 -2.676 4.097
C 4.452 -3.790 -0.418
H -3.073 0.872 1.495
C 4.305 -0.066 -3.552
C -0.100 3.453 -0.923
C 2.526 -1.476 2.184
C -1.836 2.762 4.678
N 1.917 -0.702 1.501
H 1.452 -1.230 -5.465
C -4.344 0.601 -1.056
C 4.920 0.324 -6.538
H 4.744 -2.765 -0.659
*
```

Results of the Löwdin charge analysis, in e, for atoms 1 through 6:
1. H 0.033
2. C -0.045
3. C -0.332
4. H 0.145
5. H 0.082
6. H 0.095

4.
Entry from OMol25: a molecular structure, C28H44BrNOP2Tc (the ωB97M-V functional and the def2-TZVPD basis).

Calculated values
<S²>: 3.822
energy relative to the best compared isomer or geometry (same formula, charge and spin): 0.0 kcal per mole
calculated total energy: -4559.15905 hartree
Kohn-Sham gap (spin up / spin down): 6.10 / 4.96 eV
HOMO (spin up / spin down): -19.2 / -19.0 eV
F_max: 4.97 eV Å⁻¹
lowest unoccupied orbital energy (spin up / spin down): -13.09 / -14.02 eV

ORCA input file:
```
! RIJCOSX wB97M-V def2-TZVPD def2/J DEFGRID3
* xyz 4 4
C 2.421 -2.622 -0.245
C 0.136 0.193 3.038
H 4.896 -1.253 0.096
Br -2.031 -1.138 -0.043
H -1.751 -0.772 3.373
H 1.223 3.980 -2.630
C 0.539 2.248 -1.507
H 1.318 2.338 -0.742
H -2.134 -1.894 -6.920
C -0.789 5.847 -6.392
H 5.593 0.252 -0.512
C -0.726 -3.488 -4.055
H -0.613 9.217 -6.952
C -3.080 -3.230 -2.420
C 1.804 -1.184 -2.801
C 0.486 3.174 -2.542
C -4.515 -3.718 -2.192
H -3.675 -1.214 -4.343
H 0.793 -4.953 -4.544
H -0.303 -2.809 -4.811
Tc 0.225 -0.131 -0.088
H 2.532 -0.661 -4.747
H -1.256 4.414 -7.960
C 1.334 0.312 3.914
H -3.765 -2.533 -6.608
H -5.224 -2.972 -2.579
H 4.245 -3.042 -1.357
H -3.501 -0.783 -6.728
C -1.506 2.067 -3.432
N -1.042 7.746 -8.392
H 3.389 0.989 -1.412
H -0.427 -3.110 -3.066
H -0.379 7.546 -5.097
H 3.258 0.625 0.303
H 5.049 -0.973 -1.660
O 0.303 0.146 1.784
H -4.687 -3.835 -1.114
C 3.297 -3.524 -1.111
H -1.844 0.982 3.269
C -2.814 -1.660 -4.860
H 1.448 -3.089 -0.018
C -3.066 -1.723 -6.371
H -0.420 -5.541 -3.381
H 0.788 -0.797 -2.994
H 2.793 0.612 -3.547
C 4.820 -0.502 -0.697
H 1.986 -0.558 3.795
H -2.210 0.366 -2.303
C 2.807 -0.473 -3.701
H 2.898 -2.441 0.732
C -0.426 1.224 -1.469
H -4.681 -4.686 -2.690
C -1.222 6.458 -8.696
H 1.918 1.195 3.647
C -0.749 8.147 -7.151
H -2.282 2.048 -4.198
H 1.765 -2.262 -3.015
H -1.942 -1.036 -4.626
C -0.530 3.076 -3.493
H -1.148 0.229 4.713
P -2.557 -3.355 -4.169
C -0.274 -4.934 -4.285
C 3.448 0.166 -0.682
H -2.352 -3.754 -1.784
H 1.020 0.391 4.954
C -0.575 4.019 -4.504
C -1.104 5.464 -7.711
H 2.799 -3.819 -2.039
H 3.532 -4.442 -0.563
H -1.464 6.180 -9.729
H -0.840 -5.382 -5.114
C -1.229 0.153 3.628
C -0.615 7.216 -6.108
C -0.653 4.868 -5.367
H -2.975 -2.161 -2.190
H 3.831 -0.842 -3.561
C -1.456 1.144 -2.404
P 2.046 -0.979 -0.983
*
```

Results of the Löwdin charge analysis, in e, for atoms 1 through 6:
1. C -0.351
2. C -0.311
3. H 0.086
4. Br 0.350
5. H 0.113
6. H 0.152

5.
Entry from OMol25: a molecular structure, C7H18CsO3Si (the ωB97M-V functional and the def2-TZVPD basis).

Calculated values
calculated total energy: -812.64666 hartree
Kohn-Sham gap: 9.09 eV
HOMO: -12.7 eV
F_max: 3.39 eV Å⁻¹
lowest unoccupied orbital energy: -3.63 eV

ORCA input file:
```
! RIJCOSX wB97M-V def2-TZVPD def2/J DEFGRID3
* xyz 1 1
H 0.815 -0.154 -1.468
H -2.589 -0.474 -1.764
C 1.665 0.096 0.942
C -1.617 2.457 -0.159
Si -0.999 -2.068 0.206
O -0.724 1.422 -2.165
H 0.845 0.768 0.665
H -2.739 1.886 -1.901
H -2.099 -2.156 1.201
Cs 3.830 2.037 1.528
H -0.727 2.131 -2.820
H -3.000 0.107 -0.135
C 2.413 -0.325 -0.323
O 1.579 -0.746 -1.368
H -2.366 2.339 0.629
C -2.215 0.089 -0.903
H 2.349 0.698 1.518
H 0.253 -0.653 2.375
H -0.628 2.251 0.256
C -1.879 1.516 -1.328
O -1.041 -0.531 -0.409
H 1.859 -1.311 2.579
C 0.652 -2.300 1.052
H 3.095 0.472 -0.678
H -1.632 3.503 -0.477
C 1.112 -1.049 1.819
H 1.408 -2.615 0.329
H 0.524 -3.136 1.750
H 3.064 -1.181 -0.096
H -1.209 -3.073 -0.855
*
```

Results of the Löwdin charge analysis, in e, for atoms 1 through 6:
1. H 0.068
2. H 0.132
3. C -0.320
4. C -0.032
5. Si 0.620
6. O -0.036

6.
Entry from OMol25: 2 unconnected molecules or ions with the total composition C3H8N4O4 (the ωB97M-V functional and the def2-TZVPD basis).

Calculated values
energy relative to the best compared isomer or geometry (same formula, charge and spin): 61.1 kcal per mole
calculated total energy: -638.89191 hartree
Kohn-Sham gap (spin up / spin down): 8.21 / 8.21 eV
HOMO (spin up / spin down): -7.9 / -7.9 eV
structure (SMILES): N/C(O)=[N+](\[O-])O.CNN=C=O
F_max: 3.36 eV Å⁻¹
lowest unoccupied orbital energy (spin up / spin down): 0.31 / 0.31 eV

ORCA input file:
```
! RIJCOSX wB97M-V def2-TZVPD def2/J DEFGRID3
* xyz 0 1
H -2.346 -0.373 -1.309
H -3.396 0.739 0.103
O 2.763 0.736 1.126
H -3.091 -0.197 1.456
H 0.266 1.474 -1.173
N 1.734 0.893 0.372
H 2.912 -1.104 -0.431
H -1.675 0.766 0.894
O 0.368 0.539 -1.407
N -2.223 -0.811 -0.400
N 2.146 -0.898 -1.021
H 1.983 -1.425 -1.863
N -1.122 -1.609 -0.102
C -0.063 -1.588 0.519
H 1.433 2.590 1.301
C -2.602 0.248 0.598
O 0.808 2.005 0.711
C 1.337 0.105 -0.606
O 0.767 -2.089 1.233
*
```

Results of the Löwdin charge analysis, in e, for atoms 1 through 6:
1. H 0.106
2. H 0.063
3. O -0.090
4. H 0.072
5. H 0.120
6. N -0.245

7.
Entry from OMol25: a molecular structure, C27H21BF2N2NiO2PSe2 (the ωB97M-V functional and the def2-TZVPD basis).

Calculated values
<S²>: 2.008
energy relative to the best compared isomer or geometry (same formula, charge and spin): 1.2 kcal per mole
calculated total energy: -8178.91646 hartree
Kohn-Sham gap (spin up / spin down): 7.26 / 7.70 eV
HOMO (spin up / spin down): -4.6 / -5.1 eV
F_max: 0.34 eV Å⁻¹
lowest unoccupied orbital energy (spin up / spin down): 2.61 / 2.61 eV

ORCA input file:
```
! RIJCOSX wB97M-V def2-TZVPD def2/J DEFGRID3
* xyz -1 3
Se 2.495 -0.543 -0.336
N -0.289 2.400 0.614
C 2.704 1.065 2.486
C 3.787 -2.890 4.690
C -0.677 3.357 1.542
C 3.465 5.561 -1.713
C 1.502 5.080 -0.401
F -2.225 0.521 -1.928
P 2.137 -0.530 1.794
H 0.815 1.568 3.367
H 2.084 -1.599 4.480
H -3.071 4.422 -3.822
C -2.460 5.029 -3.166
H 5.159 6.328 -0.636
O -1.067 3.183 2.679
F -1.664 -1.566 -1.368
H 5.464 3.031 2.532
C 2.954 -2.028 3.997
H 1.700 5.416 1.707
C 5.150 -3.154 2.729
C -1.605 4.403 -2.265
H 1.598 3.722 4.255
C 1.843 1.874 3.213
O 0.610 2.394 -1.452
H 4.010 6.244 1.554
H -1.559 3.322 -2.236
H 3.574 -3.130 5.724
H 3.967 5.575 -2.673
C 4.452 2.702 2.734
H 6.001 -3.598 2.229
C 2.180 5.485 0.740
C -0.888 6.556 -1.484
H 3.936 4.462 3.851
Se 0.067 -0.846 2.238
H -0.601 5.436 1.511
H -1.789 8.258 -2.422
H 4.668 0.875 1.636
N -0.544 4.604 0.952
C 4.316 -2.289 2.033
C 4.009 1.490 2.238
C 4.135 5.981 -0.570
C 2.158 5.116 -1.631
B -1.379 -0.257 -1.211
C 2.290 3.096 3.704
C 3.218 -1.719 2.666
C -1.742 7.177 -2.380
H 1.640 4.773 -2.518
H 5.536 -4.131 4.599
C 0.080 4.537 -0.350
C 3.591 3.507 3.472
C -0.816 5.166 -1.413
C 4.888 -3.453 4.057
H -3.200 6.890 -3.930
H 4.501 -2.061 0.990
H -0.256 7.153 -0.836
C -2.533 6.409 -3.226
Ni 0.118 0.516 -0.076
C 3.491 5.938 0.654
C 0.164 3.009 -0.481
*
```

Results of the Löwdin charge analysis, in e, for atoms 1 through 6:
1. Se 0.335
2. N 0.124
3. C -0.388
4. C -0.091
5. C -0.536
6. C -0.076

8.
Entry from OMol25: a gas-phase ion, C5H9N3 (charge +2) (the ωB97M-V functional and the def2-TZVPD basis).

Calculated values
energy relative to the best compared isomer or geometry (same formula, charge and spin): 107.2 kcal per mole
calculated total energy: -359.32850 hartree
Kohn-Sham gap: 8.51 eV
HOMO: -17.1 eV
structure (SMILES): CN=[N+]=c1cc1C[NH3+]
F_max: 4.14 eV Å⁻¹
lowest unoccupied orbital energy: -8.58 eV

ORCA input file:
```
! RIJCOSX wB97M-V def2-TZVPD def2/J DEFGRID3
* xyz 2 1
C 0.575 0.084 0.806
C -0.558 0.877 -1.652
H -1.456 0.426 -1.552
H -0.747 -3.173 1.813
N 0.906 -2.214 1.491
C 0.193 -3.122 2.280
C 0.919 1.416 0.427
N -0.794 2.296 -1.951
H -1.413 2.784 -1.250
H 0.071 2.821 -1.933
H 0.834 -4.014 2.304
C 0.071 0.730 -0.359
H -0.016 0.380 -2.549
N 0.908 -1.070 1.129
H 1.634 2.142 0.553
H 0.020 -2.835 3.330
H -1.148 2.473 -2.888
*
```

Results of the Löwdin charge analysis, in e, for atoms 1 through 6:
1. C -0.080
2. C -0.074
3. H 0.113
4. H 0.106
5. N 0.124
6. C 0.008